Below is a cluster of 10 separate species, C38H105N9O10 in total in a non-equilibrium geometry, with properties calculated with ωB97M-V/def2-TZVPD.

Calculated values
Kohn-Sham gap   8.67 eV
Relative energy (zero: lowest compared OMol25 entry of this formula, charge and spin)   6.4709 eV
Calculated total energy   -74984.4412 eV

Cartesian coordinates (Å):
C 2.0389 2.3646 -5.5143
O 0.8237 1.6373 -5.4027
C -0.2905 2.3330 -5.9574
C -1.6156 1.5618 -5.8001
C -2.9372 2.1166 -6.3166
N -1.8489 1.3144 -4.4272
H 2.7938 1.6277 -5.2401
H 2.1275 3.1565 -4.7706
H 2.3341 2.6685 -6.5186
H -0.2514 3.2636 -5.3913
H -0.1266 2.5335 -7.0162
H -1.3385 0.6807 -6.3789
H -2.9838 3.1001 -5.8491
H -3.8237 1.4879 -6.2333
H -2.9533 2.3350 -7.3843
H -0.8899 1.1946 -4.1338
H -2.2228 0.3762 -4.4304
C -3.5025 -5.7313 5.8493
O -3.4846 -4.3545 5.4218
C -2.7258 -3.9274 4.2615
C -3.4686 -4.3223 2.9046
C -2.5855 -3.9996 1.7822
N -4.7493 -3.6019 2.9069
H -3.7527 -6.3027 4.9554
H -4.1300 -5.9974 6.6999
H -2.4959 -5.9852 6.1816
H -2.6447 -2.8418 4.3164
H -1.7040 -4.2957 4.3530
H -3.7661 -5.3696 2.9584
H -3.0609 -4.2252 0.8277
H -1.6672 -4.5861 1.8110
H -2.3343 -2.9402 1.7305
H -5.1900 -3.7673 3.8005
H -5.3682 -3.9190 2.1744
C 1.5555 4.9568 4.4943
O 2.5172 4.0765 3.9346
C 2.0191 2.8467 3.3603
C 3.2144 1.9293 3.0078
C 3.9600 2.5845 1.8440
N 2.8703 0.5811 2.6997
H 2.0421 5.8472 4.8926
H 1.0495 4.4029 5.2851
H 0.8905 5.2615 3.6863
H 1.3566 2.4086 4.1068
H 1.3958 2.9610 2.4734
H 4.0457 1.9779 3.7111
H 4.8975 2.0397 1.7329
H 3.9672 3.6559 2.0444
H 3.4622 2.5673 0.8744
H 3.6822 0.1628 2.2686
H 2.5878 0.0294 3.4972
C 0.5102 5.3505 -2.0406
O -0.7367 4.9837 -1.6572
C -1.4832 4.0946 -2.4679
C -2.8124 3.6316 -1.7623
C -2.4980 2.8716 -0.4335
N -3.7081 2.8110 -2.5603
H 0.6806 5.1127 -3.0906
H 1.1525 4.7858 -1.3648
H 0.6629 6.4144 -1.8591
H -1.7273 4.4880 -3.4547
H -0.8302 3.2382 -2.6358
H -3.2216 4.5515 -1.3447
H -1.9086 2.0005 -0.7195
H -3.4060 2.5166 0.0540
H -2.1441 3.3918 0.4566
H -4.0405 3.4335 -3.2829
H -3.1121 2.1605 -3.0521
C -1.6205 -2.2342 -4.9958
O -2.4479 -1.3328 -4.3533
C -3.6587 -1.8920 -3.8743
C -4.3649 -0.7650 -3.1239
C -3.8063 -0.5446 -1.7086
N -5.7149 -1.0646 -2.7155
H -1.2607 -3.0218 -4.3337
H -0.8354 -1.8306 -5.6352
H -2.1358 -2.7414 -5.8115
H -4.1517 -2.2328 -4.7847
H -3.6041 -2.7532 -3.2084
H -4.4386 0.1645 -3.6884
H -4.1612 -1.1342 -0.8632
H -3.8617 0.4978 -1.3949
H -2.7422 -0.7796 -1.7325
H -5.8491 -0.2945 -2.0759
H -5.7204 -1.8771 -2.1155
C -0.1618 -5.0716 -0.6976
O -0.0780 -5.0060 -2.1297
C 0.9145 -5.7519 -2.7508
C 2.3020 -5.0489 -2.9283
C 2.3385 -3.7224 -3.7416
N 3.3194 -5.9149 -3.3607
H 0.0035 -6.1118 -0.4167
H -1.1969 -4.8920 -0.4074
H 0.5169 -4.4175 -0.1503
H 1.0158 -6.7010 -2.2245
H 0.5198 -6.0570 -3.7199
H 2.4834 -4.7612 -1.8928
H 3.3032 -3.2274 -3.8529
H 1.8066 -3.0043 -3.1176
H 1.9431 -3.8729 -4.7461
H 2.9191 -6.1249 -4.2640
H 3.3507 -6.7589 -2.8069
C 3.8507 1.6501 -2.2396
O 4.4834 2.7943 -2.7984
C 5.7826 3.0485 -2.2566
C 6.5480 4.0669 -3.1014
C 7.1723 3.3708 -4.3021
N 7.4851 4.7182 -2.2268
H 3.0983 1.1500 -2.8495
H 3.5122 1.9686 -1.2537
H 4.3760 0.7859 -1.8330
H 5.7048 3.3871 -1.2234
H 6.3170 2.0987 -2.2336
H 5.9130 4.8873 -3.4358
H 7.8720 2.5905 -4.0028
H 7.7657 4.0469 -4.9177
H 6.4751 2.8867 -4.9859
H 6.9603 5.4299 -1.7389
H 8.1638 5.2937 -2.7045
C 0.4057 -1.4102 4.5207
O 1.5926 -0.8719 5.0978
C 2.4313 -1.9385 5.4680
C 3.3762 -1.3716 6.5711
C 4.2103 -0.0783 6.2686
N 4.1988 -2.5313 6.8741
H -0.2277 -0.6925 3.9995
H -0.2193 -1.9489 5.2329
H 0.7261 -2.0733 3.7170
H 1.8926 -2.7989 5.8649
H 2.9898 -2.2458 4.5839
H 2.7568 -1.2698 7.4623
H 4.5443 0.2812 7.2419
H 3.5741 0.6188 5.7232
H 5.1728 -0.2854 5.8008
H 4.8931 -2.3140 7.5748
H 4.8319 -2.7173 6.1094
C -2.3747 1.3054 5.6235
O -3.3881 1.0661 4.6470
C -3.0108 0.6754 3.2973
C -4.3014 0.4085 2.4874
C -5.3328 1.6066 2.5648
N -5.0144 -0.7082 3.1165
H -1.8724 0.3497 5.7730
H -2.6401 1.7221 6.5951
H -1.6045 1.8855 5.1151
H -2.3535 1.4074 2.8279
H -2.5105 -0.2930 3.3076
H -4.1747 0.1418 1.4381
H -6.1807 1.3148 1.9451
H -4.9690 2.4948 2.0482
H -5.5011 1.8445 3.6151
H -4.7525 -1.6091 2.7424
H -5.0159 -0.8781 4.1121
C 0.4377 -0.3475 -0.9311
C -0.1942 -0.6313 0.3911
O 0.7036 -1.1585 1.3248
H 0.5298 -1.3159 -1.4228
H 1.4308 0.0944 -0.8504
H -0.2658 0.0988 -1.6339
H -1.0701 -1.2293 0.1395
H -0.5531 0.3068 0.8144
H 1.3264 -0.5087 1.6586